C30H55N5O4PTl as an isolated structure, computed with wB97M-V/def2-TZVPD.

Positions of all 96 atoms, in Å:
Tl1 0.213 -0.535 0.581
P1 -0.935 -0.358 -3.442
O1 -0.247 0.316 -2.133
O2 2.192 0.607 -0.052
O3 1.097 -2.520 1.036
O4 -1.039 0.687 -0.985
N1 2.520 0.150 4.565
N2 0.241 -0.258 5.237
N3 0.746 0.273 2.938
N4 2.817 2.745 -0.339
N5 0.939 1.973 4.632
C1 -2.548 -1.841 -1.712
C2 0.578 1.722 3.258
C3 0.079 1.175 5.518
C4 -0.951 -3.675 1.656
C5 2.337 1.578 4.854
C6 -1.983 0.922 -4.257
C7 2.171 -0.112 3.191
C8 3.789 3.841 -0.455
C9 0.670 -0.883 -4.216
C10 3.102 1.466 -0.133
C11 -1.087 2.119 -4.591
C12 -3.049 1.305 -3.216
C13 -2.288 -2.711 -3.947
C14 5.788 2.704 -1.563
C15 -1.982 -1.743 -2.986
C16 4.678 3.745 -1.693
C17 1.083 -2.183 -3.514
C18 1.264 -4.801 1.456
C19 0.508 -1.097 -5.727
C20 -3.367 -2.917 -1.400
C21 0.093 -4.027 -0.601
C22 1.646 -0.628 5.453
C23 -3.113 -3.776 -3.628
C24 4.543 1.059 -0.032
C25 0.347 -3.681 0.857
C26 -2.652 0.346 -5.508
C27 -0.119 -0.521 3.868
C28 -3.644 -3.889 -2.350
C29 5.279 1.276 -1.369
C30 1.746 0.184 -3.949
H1 -0.963 1.461 5.366
H2 -1.480 -4.621 1.557
H3 4.613 1.010 -2.196
H4 0.017 -1.582 3.649
H5 0.353 1.369 6.553
H6 4.556 0.006 0.239
H7 1.506 -4.570 2.492
H8 -0.386 -5.002 -0.693
H9 -1.930 0.089 -6.282
H10 2.814 0.468 2.529
H11 -3.834 0.550 -3.153
H12 2.988 2.168 4.207
H13 5.135 4.723 -1.851
H14 5.038 1.629 0.760
H15 6.126 0.593 -1.403
H16 -0.749 -3.490 2.712
H17 2.295 -1.172 2.965
H18 -0.287 -1.804 -5.963
H19 2.645 -0.103 -4.499
H20 6.402 2.731 -2.464
H21 -0.568 -3.272 -1.040
H22 -1.884 -2.643 -4.949
H23 1.449 1.174 -4.289
H24 -3.507 2.252 -3.509
H25 -3.352 -4.515 -4.382
H26 4.412 3.864 0.441
H27 2.601 1.772 5.892
H28 -2.627 1.446 -2.224
H29 0.711 -5.736 1.392
H30 -0.352 1.871 -5.358
H31 2.101 -2.434 -3.817
H32 -4.282 -4.727 -2.102
H33 3.215 4.764 -0.486
H34 1.031 -4.039 -1.157
H35 -1.591 -2.862 1.276
H36 1.778 -1.692 5.251
H37 1.844 2.963 -0.504
H38 -1.704 2.933 -4.974
H39 -3.801 -2.988 -0.411
H40 2.186 -4.863 0.881
H41 -3.328 1.098 -5.920
H42 -1.164 -0.249 3.704
H43 -0.462 2.006 3.094
H44 1.993 0.238 -2.891
H45 -0.567 2.485 -3.704
H46 -3.250 -0.536 -5.277
H47 1.913 -0.427 6.488
H48 1.078 -2.063 -2.429
H49 0.305 -0.158 -6.241
H50 1.437 -1.504 -6.129
H51 1.218 2.307 2.595
H52 4.059 3.527 -2.568
H53 0.436 -3.018 -3.781
H54 6.441 2.971 -0.726
H55 -2.369 -1.071 -0.978

The value obtained for the orbital gap (spin up / spin down) is 5.82 / 5.82 eV. The energy above the lowest of the compared OMol25 structures with the same formula, charge and spin comes out at 0.00 kJ/mol. Its net charge is +2. For the LUMO energy (spin up / spin down), the calculation gives -7.95 / -7.95 eV. The HOMO energy (spin up / spin down) is -13.773 / -13.773 eV.